[1]
Density functional theory data (the ωB97M-V functional and the def2-TZVPD basis) for a structure of composition C34H39BCsF5N12OSSi in a non-equilibrium geometry.

The value obtained for the electronic energy is -3283.518148 Ha. The largest force on an atom comes out at 2.3 eV Å⁻¹. As for the spin multiplicity: 2. The calculation puts the relative energy (zero: lowest compared OMol25 entry of this formula, charge and spin) at 141.5 kJ/mol. The value obtained for the HOMO-LUMO gap (alpha / beta) is 6.97 / 5.40 eV. The LUMO energy (alpha / beta) is 1.929 / 0.359 eV. The charge is -1.

Last column: Mulliken spin population.
Positions of all 95 atoms, in Å:
Cs -0.471 0.971 -0.490  0.000
C -4.781 1.222 -2.678  0.000
C -3.705 1.616 -1.863  0.000
N -2.580 1.032 -2.240  0.000
N -2.892 0.258 -3.300  0.000
C -4.212 0.356 -3.579  0.000
B -1.853 -0.589 -4.084  0.000
N -1.503 -1.902 -3.360  0.000
C -1.005 -3.010 -3.936  0.000
C -0.819 -3.961 -2.959  0.002
C -1.247 -3.318 -1.785  0.004
N -1.638 -2.072 -2.019  0.001
N -0.526 0.193 -4.383  0.000
C 0.151 0.347 -5.544  0.000
C 1.316 1.029 -5.281  0.000
C 1.275 1.244 -3.895  0.000
N 0.176 0.725 -3.360  0.000
N -2.509 -0.886 -5.454  0.000
C -2.830 0.057 -6.370  0.000
C -3.673 -0.509 -7.294  0.000
C -3.835 -1.830 -6.834  0.000
N -3.157 -2.046 -5.720  0.000
H -5.812 1.524 -2.621  0.000
H -3.700 2.297 -1.024  0.000
H -4.648 -0.206 -4.390  0.000
H -0.865 -3.057 -5.002  0.000
H -0.475 -4.973 -3.089  0.000
H -1.288 -3.709 -0.778  -0.003
H -0.230 -0.047 -6.469  0.000
H 2.075 1.329 -5.983  0.000
H 1.982 1.773 -3.268  0.000
H -2.466 1.066 -6.278  0.000
H -4.102 -0.040 -8.162  0.000
H -4.419 -2.630 -7.263  0.000
N -2.541 -2.197 1.229  0.000
C -2.306 -1.151 2.230  -0.001
C -0.908 -1.266 2.803  0.009
N -0.683 -0.196 3.769  0.000
H -1.931 -2.027 0.434  0.000
H -3.472 -2.105 0.840  0.000
H -3.019 -1.251 3.050  0.000
H -2.442 -0.148 1.809  0.000
H -0.183 -1.276 1.974  -0.005
H -0.819 -2.241 3.290  0.001
H 0.241 -0.283 4.175  0.001
H -0.679 0.697 3.271  -0.001
S 4.135 1.646 -1.049  0.002
C 4.261 -0.004 -1.277  0.000
N 3.315 -0.672 -2.003  -0.002
C 3.303 -1.996 -2.289  0.008
C 4.297 -2.797 -1.834  -0.009
C 5.314 -2.189 -1.057  -0.001
C 5.301 -0.857 -0.787  0.003
H 2.572 -0.089 -2.369  0.000
H 2.450 -2.340 -2.859  0.002
H 4.275 -3.857 -2.031  0.005
H 6.118 -2.800 -0.663  0.000
H 6.076 -0.385 -0.201  0.000
F -1.069 7.476 2.334  0.000
C -0.873 6.151 2.185  0.000
C 0.023 5.668 1.252  0.000
F 0.713 6.534 0.491  0.000
C 0.210 4.308 1.086  0.000
F 1.088 3.897 0.147  0.000
C -0.471 3.338 1.855  0.000
O -0.303 2.068 1.694  0.000
C -1.376 3.883 2.792  0.000
F -2.075 3.043 3.577  0.000
C -1.574 5.239 2.953  0.000
F -2.457 5.686 3.863  0.000
C 2.520 -1.931 4.327  0.025
Si 3.301 -1.196 2.801  -0.040
C 5.151 -1.441 2.842  0.022
C 2.946 0.598 2.653  0.003
N 2.560 -1.984 1.406  0.533
C 2.533 -3.265 1.080  0.053
C 3.260 -4.301 1.757  0.188
C 3.180 -5.611 1.348  -0.097
C 2.360 -5.962 0.270  0.240
C 1.619 -4.988 -0.402  -0.128
C 1.706 -3.673 -0.014  0.115
H 2.614 -1.238 5.169  0.000
H 3.006 -2.867 4.612  -0.001
H 1.460 -2.143 4.182  -0.002
H 5.522 -1.084 3.808  -0.001
H 5.643 -0.862 2.061  -0.001
H 5.456 -2.483 2.733  0.000
H 3.251 1.128 3.560  0.000
H 1.883 0.790 2.487  -0.001
H 3.481 1.034 1.804  0.003
H 3.876 -4.035 2.605  0.016
H 3.741 -6.378 1.868  -0.002
H 2.290 -6.998 -0.035  0.015
H 0.976 -5.264 -1.228  0.007
H 1.165 -2.884 -0.519  0.039

[2]
Density functional theory data (the ωB97M-V functional and the def2-TZVPD basis) for an isolated molecule of CH4NOP in a non-equilibrium geometry.

The value obtained for the electronic energy is -511.795295 Ha. The largest force on an atom comes out at 4.4 eV Å⁻¹. The calculation puts the relative energy (zero: lowest compared OMol25 entry of this formula, charge and spin) at 180.8 kJ/mol. The value obtained for the HOMO-LUMO gap is 8.76 eV. The LUMO energy is 0.103 eV.

Last column: Mulliken charge in e.
Positions of all 8 atoms, in Å:
C 0.539 0.655 1.013  -0.707
N -0.720 -0.335 -1.625  -0.632
O -1.040 -1.560 0.488  -0.541
P -0.161 -0.406 -0.191  0.734
H 0.970 1.549 0.438  0.210
H -0.525 0.316 -2.384  0.228
H -1.606 -1.861 -0.282  0.399
H 1.048 0.418 1.913  0.309

[3]
Density functional theory data (the ωB97M-V functional and the def2-TZVPD basis) for a cluster of 9 separate species, C21H37F18N3O13S in total in a non-equilibrium geometry.

The value obtained for the electronic energy is -4160.137275 Ha. The largest force on an atom comes out at 2.2 eV Å⁻¹. The value obtained for the HOMO-LUMO gap is 7.82 eV. The LUMO energy is -6.516 eV. The charge is +2.

Last column: Mulliken charge in e.
Positions of all 93 atoms, in Å:
N -3.344 -0.081 -1.660  -0.271
H -3.873 -0.522 -0.902  0.388
H -3.933 0.657 -2.051  0.426
H -3.165 -0.740 -2.414  0.338
H -2.415 0.299 -1.340  0.480
N -0.168 4.226 -3.008  -0.118
H -0.191 3.962 -3.991  0.427
H -1.122 4.467 -2.742  0.317
H 0.489 5.003 -2.848  0.357
H 0.181 3.418 -2.413  0.209
N 0.229 -0.457 -4.660  -0.244
H 1.059 -0.792 -5.172  0.382
H 0.571 -0.374 -3.641  0.249
H -0.575 -1.060 -4.797  0.362
H 0.064 0.475 -5.033  0.381
C 1.283 0.451 0.386  0.377
F 2.592 0.325 0.302  -0.138
F 0.770 -0.761 0.601  -0.169
F 0.991 1.234 1.399  -0.081
S 0.596 1.030 -1.275  0.641
O 1.154 0.082 -2.239  -0.732
O -0.865 0.940 -1.172  -1.022
O 1.101 2.388 -1.420  -0.578
C -1.512 7.184 0.410  -1.405
C -1.356 5.661 0.306  0.331
O -0.078 5.160 0.668  -0.210
C 0.948 5.467 -0.106  0.351
O 0.896 6.075 -1.138  -0.657
C 2.276 4.896 0.441  0.941
F 3.056 4.567 -0.590  -0.250
F 2.894 5.786 1.191  -0.253
F 2.054 3.785 1.152  -0.186
H -2.567 7.439 0.423  0.420
H -0.953 7.711 -0.357  0.368
H -1.061 7.435 1.374  0.368
H -1.664 5.316 -0.692  -0.110
H -2.089 5.233 0.989  0.205
C -1.676 2.673 2.729  -0.200
C -2.858 2.918 3.621  -0.426
O -3.838 3.630 2.877  -0.160
C -4.924 4.040 3.529  0.225
O -5.138 3.873 4.686  -0.479
C -5.878 4.770 2.576  0.909
F -6.753 5.473 3.260  -0.220
F -5.240 5.563 1.711  -0.217
F -6.540 3.849 1.846  -0.263
H -1.451 3.496 2.048  -0.438
H -1.855 1.916 1.946  0.114
H -0.773 2.264 3.175  0.520
H -2.576 3.429 4.540  0.401
H -3.239 1.938 3.916  0.325
C 0.038 -4.046 -1.797  -1.381
C -0.907 -3.009 -1.217  0.774
O -1.278 -3.451 0.092  -0.140
C -1.967 -2.676 0.888  0.199
O -2.534 -1.653 0.592  -0.479
C -2.062 -3.247 2.324  0.878
F -3.150 -2.753 2.907  -0.245
F -2.119 -4.562 2.365  -0.221
F -0.982 -2.816 2.993  -0.209
H 0.422 -3.663 -2.742  0.320
H -0.491 -4.987 -1.959  0.450
H 0.811 -4.327 -1.090  0.188
H -1.807 -2.894 -1.834  0.198
H -0.432 -2.031 -1.104  -0.334
C 0.422 -4.792 6.177  -1.108
C 1.848 -4.776 5.663  -0.253
O 2.009 -4.106 4.412  -0.276
C 2.224 -4.807 3.320  0.156
O 2.386 -5.983 3.227  -0.526
C 2.186 -3.914 2.043  1.210
F 3.380 -4.019 1.451  -0.294
F 1.260 -4.359 1.192  -0.301
F 1.923 -2.640 2.308  -0.236
H -0.246 -5.353 5.526  0.280
H 0.042 -3.769 6.234  0.278
H 0.494 -5.167 7.196  0.407
H 2.242 -5.791 5.595  0.371
H 2.460 -4.257 6.403  0.309
C 3.501 -4.734 -5.540  -0.979
C 4.444 -3.571 -5.388  -0.214
O 4.601 -3.188 -4.018  -0.278
C 3.797 -2.292 -3.496  0.270
O 2.914 -1.729 -4.090  -0.583
C 3.966 -2.212 -1.967  0.986
F 3.995 -0.958 -1.548  -0.194
F 2.899 -2.824 -1.425  -0.240
F 5.058 -2.843 -1.578  -0.251
H 3.314 -4.877 -6.606  0.369
H 2.510 -4.488 -5.136  0.204
H 3.758 -5.671 -5.051  0.326
H 4.101 -2.720 -5.982  0.243
H 5.442 -3.760 -5.780  0.343

[4]
Density functional theory data (the ωB97M-V functional and the def2-TZVPD basis) for a structure of composition C22H29F3O2Si2 in a non-equilibrium geometry.

The value obtained for the electronic energy is -1884.748757 Ha. The largest force on an atom comes out at 3.6 eV Å⁻¹. The value obtained for the HOMO-LUMO gap is 9.80 eV. The LUMO energy is 0.571 eV.

Last column: Mulliken charge in e.
Positions of all 58 atoms, in Å:
C 4.465 3.418 0.296  -0.741
C 4.912 3.930 -1.199  -0.476
C 3.811 4.872 -1.966  -0.164
C 3.158 6.066 -1.053  -0.371
O 1.763 6.276 -1.469  -0.372
Si 0.639 5.236 -0.609  0.507
O -0.210 4.243 -1.795  -0.354
Si 0.346 2.576 -1.771  0.751
H 4.855 2.335 0.575  0.284
H 5.002 4.153 1.068  0.263
H 3.292 3.534 0.486  0.093
H 5.033 2.944 -1.861  0.255
H 6.008 4.402 -1.168  0.306
H 2.988 4.207 -2.519  0.047
H 4.400 5.413 -2.852  0.268
H 3.289 5.940 0.103  0.277
H 3.742 7.068 -1.338  0.242
H 1.208 4.498 0.510  -0.096
H -0.385 6.137 -0.021  -0.186
H 1.792 2.532 -1.552  -0.161
H -0.256 1.765 -0.683  -0.150
H 0.050 1.928 -3.054  -0.182
F -2.475 0.230 -1.133  -0.265
C -3.323 1.029 -0.473  0.452
C -3.151 2.408 -0.531  -0.334
C -4.037 3.241 0.152  -0.686
C -5.081 2.684 0.895  -0.425
C -5.243 1.299 0.952  -0.504
C -4.363 0.467 0.260  -0.184
H -2.330 2.822 -1.107  0.317
H -3.916 4.320 0.106  0.392
H -5.769 3.334 1.432  0.361
H -6.053 0.868 1.535  0.364
H -4.479 -0.611 0.286  0.444
F -2.671 -6.695 -1.482  -0.327
C -2.513 -5.377 -1.298  0.202
C -2.226 -4.564 -2.389  -0.394
C -2.067 -3.191 -2.198  -0.505
C -2.187 -2.648 -0.917  -0.470
C -2.471 -3.474 0.172  -0.589
C -2.641 -4.845 -0.020  -0.207
H -2.128 -5.004 -3.376  0.413
H -1.849 -2.545 -3.046  0.386
H -2.058 -1.578 -0.768  0.578
H -2.560 -3.050 1.169  0.454
H -2.871 -5.500 0.814  0.501
F 1.184 -2.996 3.388  -0.294
C 1.364 -4.284 3.065  0.241
C 2.518 -4.939 3.480  -0.389
C 2.703 -6.281 3.149  -0.403
C 1.736 -6.951 2.394  -0.470
C 0.584 -6.283 1.977  -0.311
C 0.394 -4.944 2.319  -0.093
H 3.262 -4.400 4.058  0.401
H 3.598 -6.804 3.476  0.355
H 1.883 -7.996 2.132  0.356
H -0.165 -6.805 1.387  0.373
H -0.500 -4.413 2.011  0.217

[5]
Density functional theory data (the ωB97M-V functional and the def2-TZVPD basis) for a structure of composition C10H14I2O in a non-equilibrium geometry.

The value obtained for the electronic energy is -1059.886490 Ha. The largest force on an atom comes out at 5.1 eV Å⁻¹. The calculation puts the relative energy (zero: lowest compared OMol25 entry of this formula, charge and spin) at 359.4 kJ/mol. The value obtained for the HOMO-LUMO gap (alpha / beta) is 7.58 / 6.37 eV. The LUMO energy (alpha / beta) is 0.179 / -0.369 eV.

Last column: Mulliken charge in e.
Positions of all 27 atoms, in Å:
C -0.439 0.867 1.643  -0.073
C -0.578 1.142 -1.613  -1.016
C 0.392 1.625 -0.497  -1.112
C -1.129 -0.192 -0.906  -0.122
C 0.570 0.525 0.555  1.327
C -2.413 -0.128 -0.060  -0.504
C 0.118 -0.717 -0.084  1.655
C 1.925 0.746 1.236  -1.538
C 1.137 -1.315 -0.957  -1.736
C -0.196 -1.773 1.027  -2.345
O -0.783 1.410 2.639  -0.408
I -3.490 -1.953 0.050  0.079
I -3.636 1.617 -0.346  0.015
H -1.379 1.844 -1.687  0.091
H -0.118 0.950 -2.517  0.518
H 1.249 1.764 -1.082  0.280
H 0.099 2.596 -0.207  0.443
H -1.244 -0.996 -1.633  0.501
H 2.510 1.225 0.560  0.410
H 2.309 -0.254 1.596  0.340
H 1.615 1.504 1.907  0.495
H 2.134 -1.393 -0.530  0.348
H 1.366 -0.646 -1.801  0.365
H 0.799 -2.347 -1.219  0.436
H 0.729 -1.994 1.421  0.617
H -0.714 -2.765 0.788  0.251
H -0.831 -1.342 1.716  0.684